Molecular formula: C3H9N2O
Method: DFT, wB97M-V/def2-TZVPD

Last columns: bonded neighbours and bond lengths (Å).
Cartesian coordinates (Å):
1 C 0.58 0.00 -0.21  O2 1.357, C3 1.533, H5 1.124, H6 1.126
2 O -0.42 0.08 0.70  C1 1.357
3 C 1.69 1.02 0.09  C1 1.533, N4 1.487, H7 1.093, H8 1.096
4 N 2.57 1.16 -1.10  C3 1.487, H9 1.014, H10 1.014
5 H 1.11 -0.99 -0.21  C1 1.124
6 H 0.23 0.21 -1.26  C1 1.126
7 H 1.24 2.00 0.29  C3 1.093
8 H 2.30 0.64 0.92  C3 1.096
9 H 3.40 1.71 -0.91  N4 1.014
10 H 2.92 0.26 -1.40  N4 1.014
11 C -2.19 -0.85 -0.10  N12 1.303, H13 1.088, H14 1.099
12 N -2.87 -1.48 0.81  C11 1.303, H15 1.025
13 H -2.50 0.13 -0.45  C11 1.088
14 H -1.40 -1.33 -0.69  C11 1.099
15 H -2.16 -1.84 1.46  N12 1.025

Summary:
total charge: -1
relative energy (zero: lowest compared OMol25 entry of this formula, charge and spin): 2.422 eV
energy: -8282.519 eV
HOMO energy: -0.1067 Ha

Results of the Löwdin charge analysis, in e, for atoms 1 through 2: atom 1 (C): -0.504, atom 2 (O): -0.322